109
Properties=species:S:1:pos:R:3:forces:R:3:mulliken_spin:R:1 method="wB97M-V/def2-TZVPD" total_energy_ev=-116889.110 homo_ev="-2.67 / -4.20" fmax_ev_per_a=1.14 multiplicity=4 charge=-1 lumo_energy_ev="2.1294 / 2.1218" de_lowest_kj_mol=46.8
V -0.6604 -0.7802 1.3271 0.4 0.3 -0.7 2.15
C -2.0267 5.5813 2.0215 0.1 -0.1 -0.1 0.00
C -1.1443 4.8021 1.0506 0.1 0.0 0.1 -0.01
N -1.8764 3.8871 0.2221 -0.1 0.1 -0.1 0.00
C -2.0986 2.5644 0.5283 0.0 -0.1 0.1 0.05
S -3.0981 1.7431 -0.6072 -0.1 -0.4 0.0 0.01
N -1.5573 2.1568 1.6463 0.2 0.4 -0.4 0.01
N -1.6488 0.8325 2.0316 -0.7 0.8 0.0 0.15
C -2.1840 0.6778 3.2245 -0.2 -0.2 0.5 0.10
C -2.8281 1.8147 3.9673 0.0 0.0 -0.2 0.00
C -2.1308 -0.6315 3.7836 -0.3 0.2 0.3 0.24
C -2.6621 -0.9781 5.0502 0.0 0.0 -0.2 -0.03
C -2.6036 -2.2662 5.4977 0.0 0.1 0.0 0.12
C -1.9931 -3.2423 4.6756 0.1 0.0 -0.2 0.10
C -1.4719 -2.8452 3.4723 0.0 -0.3 0.1 0.02
N -1.5149 -1.5884 3.0078 0.0 0.0 0.2 0.08
H -1.4603 6.3590 2.5266 0.1 0.1 0.1 0.00
H -2.4388 4.9140 2.7727 -0.1 -0.1 0.1 0.00
H -2.8567 6.0519 1.4988 -0.1 0.1 -0.1 0.00
H -0.4126 4.2144 1.6101 0.0 0.1 -0.1 0.01
H -0.5861 5.4912 0.4080 0.0 0.0 0.0 0.00
H -2.4052 4.2256 -0.5683 0.2 -0.1 0.2 0.00
H -3.1138 2.5984 3.2658 0.0 -0.1 0.1 0.00
H -2.1395 2.2540 4.6914 0.1 0.1 0.0 0.01
H -3.7102 1.4786 4.5067 -0.1 -0.1 0.1 0.00
H -3.1101 -0.2086 5.6592 0.0 0.1 0.1 0.01
H -3.0084 -2.5322 6.4629 0.0 0.0 0.1 0.01
H -1.9183 -4.2748 4.9806 0.0 -0.1 0.0 0.01
H -0.9733 -3.5641 2.8292 0.0 0.0 0.0 0.02
N -1.9661 -3.7568 -0.1967 0.0 -0.3 -0.2 0.00
C -2.9996 -2.8275 -0.0935 -0.3 -0.2 0.1 0.02
C -4.2140 -3.1982 -0.6921 0.2 0.2 0.2 0.00
C -5.3159 -2.3968 -0.4813 0.0 0.0 0.0 0.00
C -5.1853 -1.2676 0.3115 0.2 0.0 0.0 -0.01
C -3.9299 -0.9554 0.8094 -0.2 0.0 0.0 0.02
N -2.8452 -1.7098 0.6035 0.3 -0.1 -0.4 -0.01
C -0.6190 -3.7536 0.1001 0.1 -0.1 0.1 0.03
C 0.0629 -4.9668 -0.1321 0.1 0.1 0.1 -0.01
C 1.4074 -5.0443 0.1381 0.0 0.3 0.1 0.01
C 2.0775 -3.8975 0.5804 -0.3 -0.2 -0.1 -0.01
C 1.3436 -2.7475 0.7399 0.0 -0.3 0.0 0.05
N 0.0050 -2.6804 0.5796 0.2 -0.5 -0.2 -0.05
H -2.2562 -4.5993 -0.6792 0.1 0.3 0.2 0.00
H -4.2757 -4.0931 -1.2927 0.0 -0.1 -0.1 0.00
H -6.2682 -2.6570 -0.9285 0.0 0.0 0.0 0.00
H -6.0148 -0.6073 0.5071 0.0 0.0 0.0 0.00
H -3.7721 -0.0710 1.4044 0.0 0.0 -0.1 0.00
H -0.4853 -5.8209 -0.5071 0.0 0.0 0.0 0.00
H 1.9383 -5.9749 -0.0163 0.0 0.0 0.0 0.00
H 3.1414 -3.8872 0.7620 0.0 0.0 0.0 0.00
H 1.8167 -1.8183 1.0084 0.0 0.1 0.1 0.01
Cl 4.8661 4.0995 1.6406 0.1 0.1 0.0 0.00
C 3.6963 2.8254 1.9001 0.1 0.0 0.1 -0.01
C 2.4073 3.1493 2.2920 0.2 0.0 0.0 0.01
C 1.5018 2.1384 2.5382 -0.1 -0.1 0.1 -0.02
C 1.8538 0.7883 2.4134 0.1 0.1 0.0 -0.04
C 0.9075 -0.2777 2.7729 -0.2 -0.3 -0.1 0.04
C 3.1505 0.5097 1.9726 -0.1 -0.1 0.1 -0.01
C 4.0708 1.5083 1.7166 0.0 0.2 0.0 0.01
H 2.1216 4.1844 2.4062 0.0 0.1 0.0 0.00
H 0.4891 2.3896 2.8259 0.0 0.0 0.0 0.00
H 0.3407 0.0079 3.6673 0.1 0.0 -0.2 -0.06
H 1.4551 -1.1944 3.0252 0.0 0.0 0.0 0.02
H 3.4631 -0.5205 1.8583 0.0 -0.1 0.0 0.00
H 5.0710 1.2685 1.3909 0.1 0.0 0.0 0.00
C -1.9673 0.2456 -4.1408 0.1 -0.1 0.2 0.00
C -0.8594 -0.6255 -3.5495 -0.3 -0.1 -0.2 0.00
C -0.1108 -1.3776 -4.6517 -0.2 0.1 0.0 0.00
C -1.4302 -1.6101 -2.5409 -0.1 0.0 -0.2 0.00
O 0.0366 0.2577 -2.9218 0.4 0.3 0.2 0.00
Si 1.0305 0.0481 -1.6269 0.3 0.2 -0.2 0.00
O 0.3066 -0.0737 -0.2410 -0.8 -0.3 0.8 -0.08
O 1.9371 -1.3140 -1.9214 -0.6 0.0 0.3 0.01
C 3.2821 -1.4558 -2.2931 0.4 -0.2 -0.3 0.00
C 3.4987 -2.9525 -2.5337 0.0 0.1 0.1 0.00
C 4.1806 -0.9652 -1.1679 0.2 0.0 -0.1 0.00
C 3.5777 -0.6920 -3.5826 0.2 -0.1 0.0 0.00
O 2.0959 1.2971 -1.6930 0.2 -0.6 -0.1 0.00
C 1.8606 2.6593 -1.9812 0.1 0.5 0.1 0.00
C 1.7002 2.8526 -3.4862 0.0 0.1 0.1 0.00
C 0.6191 3.1186 -1.2455 0.1 0.2 0.0 0.00
C 3.0950 3.4059 -1.4751 -0.3 -0.1 0.1 0.00
H -2.6866 -0.3638 -4.6795 -0.2 -0.1 -0.1 0.00
H -1.5388 0.9684 -4.8318 0.1 0.1 -0.1 0.00
H -2.4778 0.7828 -3.3425 0.0 0.0 0.1 0.00
H -0.7722 -2.0820 -5.1531 -0.1 -0.1 -0.1 0.00
H 0.7235 -1.9233 -4.2242 0.1 -0.1 0.1 0.00
H 0.2741 -0.6757 -5.3898 0.0 0.1 -0.1 0.00
H -2.2032 -2.2261 -3.0050 0.0 -0.1 0.0 0.00
H -1.8674 -1.0666 -1.7078 0.0 0.1 0.0 0.01
H -0.6388 -2.2603 -2.1715 0.1 -0.1 0.0 0.00
H 3.1512 -3.5249 -1.6716 0.1 0.1 -0.1 0.00
H 4.5521 -3.1683 -2.6989 0.2 0.0 0.0 0.00
H 2.9386 -3.2773 -3.4071 -0.1 0.0 -0.1 0.00
H 4.0527 -1.5859 -0.2849 0.0 -0.1 0.2 0.00
H 3.9322 0.0597 -0.9094 0.0 0.1 0.0 0.00
H 5.2272 -1.0096 -1.4703 0.1 0.0 0.0 0.00
H 2.9061 -1.0209 -4.3699 -0.1 -0.1 -0.1 0.00
H 4.6057 -0.8778 -3.9007 0.0 0.0 0.0 0.00
H 3.4423 0.3722 -3.4352 0.0 0.2 0.0 0.00
H 0.8887 2.2392 -3.8640 -0.1 -0.1 0.0 0.00
H 2.6166 2.5840 -4.0066 0.2 -0.1 -0.1 0.00
H 1.4826 3.8993 -3.6985 0.0 0.1 0.0 0.00
H -0.2662 2.6282 -1.6334 -0.2 -0.1 -0.1 0.00
H 0.4930 4.1975 -1.3472 0.0 0.1 0.0 0.00
H 0.6983 2.8710 -0.1911 0.0 0.0 0.2 0.00
H 3.9827 3.0549 -1.9943 0.2 -0.1 -0.1 0.00
H 3.2273 3.2286 -0.4062 -0.1 0.0 -0.2 0.00
H 2.9951 4.4774 -1.6415 0.0 0.1 0.0 0.00